# 1
{
  "formula": "C6H24N12O6Tl",
  "method": "the ωB97M-V functional and the def2-TZVPD basis",
  "orbital_gap_ev": [4.129, 3.904],
  "total_charge": 4,
  "e_homo_ha": [-0.730, -0.738],
  "total_energy_ev": -41427.7412,
  "s_squared": 1.7922,
  "multiplicity": 2,
  "de_lowest_ev": 0.0000,
  "species": ["Tl", "C", "O", "N", "N", "H", "H", "H", "H", "C", "O", "N", "N", "H", "H", "H", "H", "C", "O", "N", "N", "H", "H", "H", "H", "C", "O", "N", "N", "H", "H", "H", "H", "C", "O", "N", "N", "H", "H", "H", "H", "C", "O", "N", "N", "H", "H", "H", "H"],
  "positions_angstrom": [[-0.712, 1.294, 0.600], [-2.124, -0.473, -2.918], [-1.745, -0.048, -1.872], [-3.180, -1.112, -2.988], [-1.662, -0.308, -4.065], [-3.727, -1.433, -3.774], [-3.456, -1.493, -2.095], [-0.693, -0.026, -4.119], [-2.209, -0.866, -4.705], [3.194, 0.972, 1.445], [2.082, 1.559, 1.373], [4.241, 1.233, 0.720], [3.394, 0.047, 2.310], [5.054, 0.633, 0.721], [4.145, 2.022, 0.097], [4.324, -0.347, 2.328], [2.609, -0.260, 2.865], [1.898, -0.285, -2.068], [1.263, 0.302, -1.240], [2.840, 0.399, -2.713], [1.759, -1.530, -2.459], [3.095, 1.326, -2.406], [3.531, 0.040, -3.356], [1.135, -2.188, -2.016], [2.552, -1.842, -3.001], [-0.393, -2.874, 0.187], [-0.553, -1.635, 0.397], [0.757, -3.507, 0.313], [-1.317, -3.707, -0.229], [0.839, -4.514, 0.313], [1.512, -2.972, 0.716], [-2.138, -3.237, -0.584], [-1.127, -4.699, -0.241], [-3.314, -1.229, 2.251], [-2.970, -0.316, 1.518], [-4.223, -2.109, 1.774], [-3.019, -1.496, 3.531], [-4.524, -2.815, 2.431], [-4.432, -1.905, 0.807], [-2.409, -0.872, 4.041], [-3.590, -2.178, 4.009], [0.397, 4.814, 1.577], [0.038, 3.737, 1.882], [-0.207, 5.537, 0.599], [1.389, 5.406, 2.105], [-1.003, 5.123, 0.136], [-0.086, 6.539, 0.628], [1.133, 6.376, 2.219], [1.632, 4.918, 2.956]]
}

---

# 2
{
  "formula": "C6H24N2O4",
  "method": "the ωB97M-V functional and the def2-TZVPD basis",
  "orbital_gap_ev": 8.844,
  "total_charge": 0,
  "e_homo_ha": -0.310,
  "total_energy_ev": -17780.6055,
  "smiles": "CCC[C@H](N)CNC.O.O.O.O",
  "de_lowest_ev": 1.2571,
  "species": ["N", "C", "C", "C", "C", "C", "N", "C", "H", "H", "H", "H", "H", "H", "H", "H", "H", "H", "H", "H", "H", "H", "H", "H", "H", "H", "O", "H", "H", "O", "H", "H", "O", "H", "H", "O"],
  "positions_angstrom": [[-1.236, 0.597, 1.062], [-1.802, -0.524, 0.354], [-2.527, -0.063, -1.021], [-1.802, -0.258, -2.326], [-0.719, 0.836, -2.496], [-0.914, -1.806, 0.174], [0.417, -1.703, 0.876], [0.607, -2.761, 1.829], [-1.121, 0.458, 2.057], [-0.296, 0.828, 0.761], [-2.678, -0.883, 0.911], [-3.446, -0.654, -0.951], [-2.852, 0.971, -0.917], [-2.493, -0.251, -3.183], [-1.306, -1.214, -2.463], [0.091, 0.673, -1.786], [-1.195, 1.789, -2.358], [-0.175, 0.836, -3.452], [-1.498, -2.612, 0.621], [-0.633, -1.916, -0.859], [0.453, -0.803, 1.341], [0.365, -2.541, 2.884], [0.134, -3.715, 1.609], [1.698, -3.002, 1.923], [3.395, 1.574, -1.834], [2.263, 2.026, -0.651], [2.677, 1.376, -1.228], [2.334, 0.642, 1.911], [1.527, 1.873, 1.767], [1.474, 1.040, 2.254], [3.015, 0.296, 0.030], [3.369, -1.036, 0.837], [3.469, -0.065, 0.814], [-0.134, 4.000, 0.024], [-0.570, 2.799, 1.017], [0.110, 3.194, 0.470]]
}

---

# 3
{
  "formula": "C6H24NO6",
  "method": "the ωB97M-V functional and the def2-TZVPD basis",
  "orbital_gap_ev": 10.073,
  "total_charge": 1,
  "e_homo_ha": -0.470,
  "total_energy_ev": -20378.3873,
  "de_lowest_ev": 1.2251,
  "species": ["C", "C", "C", "C", "C", "C", "N", "H", "H", "H", "H", "H", "H", "H", "H", "H", "H", "H", "H", "H", "H", "O", "H", "H", "O", "H", "H", "O", "H", "H", "O", "H", "H", "O", "H", "H", "O"],
  "positions_angstrom": [[-0.140, 0.151, 0.541], [-0.135, -1.085, -0.312], [-1.112, -2.047, 0.343], [-0.637, -3.142, 0.955], [-3.166, -1.015, 1.384], [-2.523, -1.605, 0.332], [0.103, -0.126, 2.034], [-1.143, 0.656, 0.368], [0.548, 0.940, 0.147], [0.852, -1.607, -0.437], [-0.388, -0.895, -1.480], [0.412, -3.374, 1.166], [-1.328, -3.942, 1.330], [-2.566, -0.593, 2.211], [-4.144, -0.625, 1.408], [-3.014, -1.995, -0.528], [1.112, -0.440, 2.141], [-0.579, -0.788, 2.330], [0.133, 0.913, 2.506], [0.223, 1.749, -2.964], [-0.462, 2.979, -3.690], [-0.689, 2.218, -3.107], [2.210, 1.893, -1.860], [2.849, 2.436, -2.958], [1.995, 2.407, -2.702], [2.821, -2.208, 2.392], [2.912, -2.291, 0.881], [2.342, -1.932, 1.571], [3.587, -3.089, -1.140], [2.017, -3.199, -1.259], [2.744, -2.545, -1.078], [-0.548, 3.336, -1.509], [-0.924, 4.624, -0.866], [-0.961, 3.696, -0.765], [-0.654, 3.081, 0.888], [0.186, 3.374, 2.223], [-0.250, 2.706, 1.706]]
}

---

Copy entry 2 word for word.
{
  "formula": "C6H24N2O4",
  "method": "the ωB97M-V functional and the def2-TZVPD basis",
  "orbital_gap_ev": 8.844,
  "total_charge": 0,
  "e_homo_ha": -0.310,
  "total_energy_ev": -17780.6055,
  "smiles": "CCC[C@H](N)CNC.O.O.O.O",
  "de_lowest_ev": 1.2571,
  "species": ["N", "C", "C", "C", "C", "C", "N", "C", "H", "H", "H", "H", "H", "H", "H", "H", "H", "H", "H", "H", "H", "H", "H", "H", "H", "H", "O", "H", "H", "O", "H", "H", "O", "H", "H", "O"],
  "positions_angstrom": [[-1.236, 0.597, 1.062], [-1.802, -0.524, 0.354], [-2.527, -0.063, -1.021], [-1.802, -0.258, -2.326], [-0.719, 0.836, -2.496], [-0.914, -1.806, 0.174], [0.417, -1.703, 0.876], [0.607, -2.761, 1.829], [-1.121, 0.458, 2.057], [-0.296, 0.828, 0.761], [-2.678, -0.883, 0.911], [-3.446, -0.654, -0.951], [-2.852, 0.971, -0.917], [-2.493, -0.251, -3.183], [-1.306, -1.214, -2.463], [0.091, 0.673, -1.786], [-1.195, 1.789, -2.358], [-0.175, 0.836, -3.452], [-1.498, -2.612, 0.621], [-0.633, -1.916, -0.859], [0.453, -0.803, 1.341], [0.365, -2.541, 2.884], [0.134, -3.715, 1.609], [1.698, -3.002, 1.923], [3.395, 1.574, -1.834], [2.263, 2.026, -0.651], [2.677, 1.376, -1.228], [2.334, 0.642, 1.911], [1.527, 1.873, 1.767], [1.474, 1.040, 2.254], [3.015, 0.296, 0.030], [3.369, -1.036, 0.837], [3.469, -0.065, 0.814], [-0.134, 4.000, 0.024], [-0.570, 2.799, 1.017], [0.110, 3.194, 0.470]]
}